Record 1
Formula: C4H13NO2S
Source: the OMol25 dataset
Level of theory: the ωB97M-V functional and the def2-TZVPD basis

Structure (XYZ):
```
21
Properties=species:S:1:pos:R:3:forces:R:3:lowdin_charge:R:1
C 0.829 -0.698 -0.174 1.095 -1.359 -1.371 -0.469
H 1.489 -0.442 1.853 -0.409 0.142 -0.130 0.076
O 0.200 2.378 -0.687 -0.135 0.048 0.922 -0.114
H -2.846 2.411 0.462 0.477 -0.876 0.627 0.078
C 0.287 -2.127 -0.326 -1.403 -3.405 -0.580 -0.510
O -2.105 1.828 0.737 -0.889 -0.229 0.368 -0.068
H 0.736 -2.406 2.112 -0.173 -0.289 -0.433 -0.167
N 0.063 -0.037 -1.199 1.730 0.377 -0.635 -0.034
H -0.113 1.665 -2.483 0.619 -1.381 0.210 0.132
H -0.818 -2.303 -0.758 2.352 1.236 0.859 0.102
S 0.176 -3.216 1.178 0.301 0.459 0.437 0.649
H 1.516 1.302 -1.617 -0.806 -0.248 -0.808 0.135
H -2.408 1.149 1.390 0.064 1.116 -0.903 0.079
H -0.267 -0.263 1.555 -0.312 -0.027 0.418 0.063
H 0.827 1.074 1.123 0.029 -1.489 -0.206 0.102
H -0.881 -0.194 -1.060 -2.228 -0.282 0.177 0.082
C 0.399 1.256 -1.568 1.391 2.726 -0.870 -0.293
H -0.654 2.307 -0.242 0.033 -0.138 -0.018 0.012
H 1.945 -0.830 -0.439 -1.590 0.764 -0.016 0.169
C 0.719 -0.056 1.161 0.498 1.345 1.215 -0.099
H 0.906 -2.798 -1.020 -0.644 1.511 0.737 0.075
```
Positions in Å, forces in eV/Å.

The orbital gap is 9.03 eV. The structure (SMILES) is C[C@@H](CS)NCO.O. The value obtained for the LUMO energy is 0.2446 eV. As for the HOMO energy: -8.79 eV. The calculation puts the total energy at -763.56711 Eh. The value obtained for the relative energy (zero: lowest compared OMol25 entry of this formula, charge and spin) is 34.60 kcal per mole.

Record 2
Formula: C4H13NO3
Source: the OMol25 dataset
Level of theory: the ωB97M-V functional and the def2-TZVPD basis

Structure (XYZ):
```
21
Properties=species:S:1:pos:R:3:forces:R:3:lowdin_charge:R:1
H 1.441 -3.550 -0.887 0.336 -0.175 -0.406 0.009
C 2.024 0.923 -0.853 1.410 0.521 -1.241 -0.255
C -1.421 0.400 2.351 0.112 1.585 1.163 -0.135
H 2.982 1.428 -1.076 -0.454 -0.193 -0.651 -0.006
C -0.198 1.099 1.729 -2.364 -1.952 1.185 -0.203
H -0.613 1.187 -0.625 1.891 0.397 1.484 -0.039
C 0.759 0.366 1.205 3.901 1.935 -2.986 -0.220
H -1.035 -1.045 -2.958 -0.602 0.240 -1.684 0.010
H -0.249 2.149 1.617 0.132 0.903 -0.375 0.073
H -1.578 -0.570 1.969 -0.049 -1.158 -0.872 0.030
H -1.355 0.205 3.452 -0.112 0.639 -0.505 0.058
O -0.658 -1.233 -2.129 1.778 -3.695 -0.574 -0.063
H 1.501 0.513 -1.739 -0.225 -0.301 0.905 -0.015
H 1.084 -0.643 1.383 -1.050 -0.884 0.056 0.094
O -1.278 1.215 -1.270 -3.444 -2.116 1.252 -0.101
H 0.238 -2.600 -0.853 0.653 -0.166 0.319 0.009
H -1.040 1.748 -1.965 1.455 2.097 -2.460 -0.034
H -2.337 0.993 2.115 0.575 -0.428 0.409 0.065
N 1.803 1.030 0.422 -1.835 -0.652 2.856 -0.129
O 0.898 -3.058 -0.282 -1.004 0.412 0.015 -0.089
H -0.966 -0.556 -1.607 -1.102 2.989 2.110 -0.059
```
Positions in Å, forces in eV/Å.

The total charge is -1. The multiplicity is 2. The orbital gap (alpha / beta) is 2.92 / 7.16 eV. The value obtained for the LUMO energy (alpha / beta) is 3.5850 / 3.5723 eV. The expectation value of S² is 0.75. As for the HOMO energy (alpha / beta): 0.66 / -3.59 eV. The calculation puts the total energy at -440.56518 Eh. The value obtained for the relative energy (zero: lowest compared OMol25 entry of this formula, charge and spin) is 66.94 kcal per mole.

Record 3
Formula: C4H13NO3
Source: the OMol25 dataset
Level of theory: the ωB97M-V functional and the def2-TZVPD basis

Structure (XYZ):
```
21
Properties=species:S:1:pos:R:3:forces:R:3:lowdin_charge:R:1
N -1.839 -1.365 -0.267 0.299 2.793 -0.103 0.085
H 2.499 0.700 -0.548 0.624 -1.351 -0.071 0.027
H 4.294 0.046 -0.527 1.401 1.235 -0.113 0.007
C -2.981 -0.726 -0.128 1.708 -0.278 0.220 -0.295
H -2.482 1.459 -0.160 -0.435 -0.844 0.211 0.075
O 0.149 -0.249 -1.931 0.022 -1.085 -1.727 -0.139
H 3.955 -0.622 1.817 0.770 -0.935 -0.290 0.012
H -0.673 -0.306 1.020 0.998 0.117 0.253 -0.036
C 3.169 -0.554 1.081 -0.429 -0.153 -0.798 -0.096
O 0.165 -0.016 1.436 -1.263 -0.844 0.786 -0.167
H -4.309 0.945 0.126 0.971 -0.117 -0.051 0.054
H -0.737 -0.514 -1.694 0.052 -0.061 0.341 -0.055
C 3.340 0.122 -0.078 -1.726 -0.326 0.917 -0.072
H 0.371 0.505 -1.358 0.152 1.066 0.661 -0.078
C -3.243 0.665 -0.011 0.058 -0.231 -0.469 0.090
H 2.249 -1.106 1.309 -0.160 1.421 0.432 0.031
H -3.726 -1.429 -0.010 -2.763 -0.670 0.258 0.058
H -1.905 -2.356 -0.299 -0.505 -0.929 0.054 0.052
H 0.501 0.658 0.787 0.188 0.588 -0.489 -0.061
O 0.812 1.645 -0.371 -0.184 1.003 0.142 -0.430
H 0.390 2.499 -0.194 0.223 -0.401 -0.163 -0.059
```
Positions in Å, forces in eV/Å.

The total charge is -1. The multiplicity is 2. The orbital gap (alpha / beta) is 7.37 / 5.59 eV. The value obtained for the LUMO energy (alpha / beta) is 3.2851 / 1.5078 eV. The expectation value of S² is 0.78. As for the HOMO energy (alpha / beta): -4.08 / -4.08 eV. The calculation puts the total energy at -440.55076 Eh. The value obtained for the relative energy (zero: lowest compared OMol25 entry of this formula, charge and spin) is 76.00 kcal per mole.

Record 4
Formula: C4H13NO3
Source: the OMol25 dataset
Level of theory: the ωB97M-V functional and the def2-TZVPD basis

Structure (XYZ):
```
21
Properties=species:S:1:pos:R:3:forces:R:3:lowdin_charge:R:1
H 2.049 -2.042 0.431 0.355 -0.350 0.042 0.030
H -1.927 2.182 -0.658 0.227 0.182 0.271 0.080
H -1.008 2.395 1.734 -0.363 -0.446 -0.423 0.090
H -0.899 1.397 -1.803 0.398 0.000 -0.007 0.080
C -0.869 1.913 -0.845 -0.444 0.443 -0.389 -0.115
N -0.295 1.072 0.175 -1.408 -1.383 -0.272 -0.209
H 1.444 0.172 -0.843 0.090 0.112 0.182 -0.009
C -0.263 1.607 1.526 0.797 1.511 0.431 -0.070
O 2.351 0.207 -1.171 0.078 0.076 -0.084 -0.061
H -2.488 -1.512 -0.405 0.442 -0.426 -0.276 0.084
H -2.146 -0.086 -1.541 0.215 -0.236 -0.231 0.059
C -1.866 -0.673 -0.681 -3.591 2.881 2.403 0.165
H 2.636 -0.709 -1.231 -0.114 -0.103 -0.082 0.018
H -0.357 0.811 2.254 0.103 -0.033 -0.002 0.085
H 0.673 2.147 1.705 0.127 -0.338 0.000 0.093
O 1.583 -2.706 -0.097 -0.225 0.711 0.102 -0.076
H -2.539 0.535 0.467 0.420 -2.473 -2.172 0.293
C -0.874 -0.261 0.252 3.933 0.623 0.053 -0.638
H -0.291 2.821 -1.009 0.065 -0.001 0.273 0.098
O -0.287 -1.029 1.012 -1.178 -0.218 0.217 0.003
H 0.692 -2.331 0.030 0.075 -0.534 -0.036 0.000
```
Positions in Å, forces in eV/Å.

The orbital gap is 8.73 eV. The value obtained for the LUMO energy is -1.1734 eV. As for the HOMO energy: -9.90 eV. The calculation puts the total energy at -440.54548 Eh. The value obtained for the relative energy (zero: lowest compared OMol25 entry of this formula, charge and spin) is 106.50 kcal per mole.

What is the formula in the second record?
C4H13NO3